(1)
This record from OMol25 describes a molecular structure, C14H12FORuS9 in a non-equilibrium geometry. The level of theory is ωB97M-V/def2-TZVPD.

Properties
Charge: -2
Multiplicity: 2
ΔE to the lowest compared entry with this formula, charge and spin in kJ/mol: 35.1
Kohn-Sham gap (alpha / beta) in Eh: 0.2025 / 0.2051
⟨S²⟩: 0.76
E_HOMO (alpha / beta) in eV: -1.2802 / -1.3524

CARTESIAN COORDINATES (ANGSTROEM)
Ru  0.0173  -0.7875  0.7540
S  2.8543  1.0030  3.7469
C  2.0311  0.0026  2.6763
S  0.5910  -0.8520  3.0644
S  2.4996  -0.3014  1.0424
S  -4.6858  0.0141  -4.8792
C  -3.6292  -0.1096  -3.6065
S  -4.1095  -0.2468  -1.9712
C  -2.5232  -0.4328  -1.2404
C  -1.4967  -0.2549  -2.0871
S  0.1797  -0.4835  -1.6608
S  -1.9518  0.1904  -3.7225
S  -2.4059  -0.8224  0.4503
O  -0.0004  1.5098  0.8669
S  1.0326  2.0897  -0.0956
C  0.0315  3.2708  -1.0786
C  0.3294  4.6914  -0.5819
C  0.7597  4.5394  0.8773
C  1.7934  3.4236  0.8527
H  -0.9947  2.9596  -0.8828
H  0.2546  3.1062  -2.1326
H  -0.5382  5.3446  -0.6952
H  1.1514  5.1230  -1.1609
H  -0.0887  4.2102  1.4814
H  1.1470  5.4682  1.3026
H  2.0656  3.0071  1.8250
H  2.7006  3.7119  0.3122
F  0.4660  -6.9671  0.4717
C  0.3599  -5.5992  0.5401
C  -0.7082  -5.0456  1.2101
C  -0.8092  -3.6578  1.2655
C  0.1330  -2.8126  0.6678
C  1.2007  -3.4366  0.0122
C  1.3259  -4.8235  -0.0580
H  -1.4421  -5.6905  1.6794
H  -1.6557  -3.2228  1.7808
H  1.9536  -2.8239  -0.4660
H  2.1619  -5.2956  -0.5612

***

(2)
This record from OMol25 describes 2 unconnected molecules or ions with the total composition C8H7BrO3S in a non-equilibrium geometry. The level of theory is ωB97M-V/def2-TZVPD.

Properties
Structure (SMILES): O=[SH](=O)c1ccccc1.O=C=CBr
ΔE to the lowest compared entry with this formula, charge and spin in kJ/mol: 0.0
Kohn-Sham gap in Eh: 0.3255
E_HOMO in eV: -8.7249

CARTESIAN COORDINATES (ANGSTROEM)
O  0.0786  -2.2756  0.9354
S  0.9690  -1.6505  0.0020
O  1.4694  -2.4119  -1.1039
C  0.3250  -0.0877  -0.5446
C  0.9692  0.5607  -1.5785
C  0.4942  1.7950  -1.9901
C  -0.6102  2.3522  -1.3625
C  -1.2471  1.6849  -0.3270
C  -0.7742  0.4517  0.0908
H  2.1008  -1.2739  0.7502
H  1.8190  0.0886  -2.0464
H  0.9794  2.3239  -2.7956
H  -0.9776  3.3148  -1.6851
H  -2.1075  2.1255  0.1532
H  -1.2363  -0.1047  0.8915
O  -1.4677  -4.8961  1.4066
C  -0.9741  -4.7215  2.4393
C  -0.4881  -4.5760  3.6332
Br  0.3416  -2.9436  4.1300
H  -0.4680  -5.3524  4.3723

***

(3)
This record from OMol25 describes C7H15NO2 in the gas phase in a non-equilibrium geometry. The level of theory is ωB97M-V/def2-TZVPD.

Properties
Structure (SMILES): CN(C(C)(C)O)C1(O)CC1
ΔE to the lowest compared entry with this formula, charge and spin in kJ/mol: 286.5
Kohn-Sham gap in Eh: 0.3539
E_HOMO in eV: -8.8492

CARTESIAN COORDINATES (ANGSTROEM)
C  -0.1368  -1.4845  -0.8037
N  -0.0980  -0.1396  -0.2145
C  1.2684  0.2295  0.3775
C  1.8340  -0.7780  1.3771
C  2.2878  0.5163  -0.7442
O  1.0384  1.4206  1.0667
C  -1.4299  0.2160  0.1761
O  -1.9410  -0.5367  1.2512
C  -1.9980  1.5995  0.1018
C  -2.4308  0.5702  -0.9062
H  -0.9725  -1.5954  -1.4988
H  -0.2266  -2.2921  -0.0745
H  0.7136  -1.6995  -1.4437
H  1.0788  -1.0330  2.1145
H  2.6650  -0.2884  1.8971
H  2.2233  -1.6712  0.8987
H  1.8120  1.0754  -1.5392
H  2.6903  -0.4111  -1.1600
H  3.1247  1.0810  -0.3260
H  0.1074  1.5446  0.5602
H  -2.0856  -1.4456  0.9623
H  -1.3514  2.3964  -0.2305
H  -2.6798  1.8716  0.8946
H  -3.4418  0.1980  -0.8233
H  -2.0513  0.6563  -1.9130

***

(4)
This record from OMol25 describes 6 unconnected molecules or ions with the total composition C30H70B2N2O17PS in a non-equilibrium geometry. The level of theory is ωB97M-V/def2-TZVPD.

Properties
Charge: -1
Kohn-Sham gap in Eh: 0.2472
E_HOMO in eV: -4.5619

CARTESIAN COORDINATES (ANGSTROEM)
C  5.3346  -0.5102  -0.4280
B  4.1535  0.2013  0.4065
O  4.5240  0.7825  1.6896
C  2.5986  0.3523  -0.0135
O  1.5996  -0.3206  0.8094
P  0.0603  0.1976  0.1695
C  -0.8180  0.3738  1.8904
C  0.0159  1.3007  2.8956
S  -0.4138  3.1028  2.7931
C  1.1903  3.9570  2.6932
N  1.5157  5.3010  2.3816
N  2.8446  5.5092  2.3460
C  3.4941  4.2558  2.4937
O  2.4585  3.3867  2.8557
O  0.6983  0.2476  -1.4810
C  2.1546  0.3744  -1.5662
C  2.7686  1.7240  -2.1495
C  1.4976  2.6818  -2.7325
C  1.5280  4.2515  -2.1655
O  0.5040  3.1097  -1.7148
B  2.4882  -0.9332  -2.4978
O  1.5827  -2.0482  -2.5782
O  3.7453  -1.0094  -3.2381
H  4.9051  -1.4743  -0.8655
H  5.6768  0.1307  -1.3007
H  6.1755  -0.8057  0.2790
H  3.8964  1.5235  1.8062
H  2.3955  1.4548  0.2875
H  -0.1815  -1.2325  0.0290
H  -1.2104  0.5165  -0.4851
H  0.2556  1.6178  0.3211
H  -0.9964  -0.6508  2.3455
H  -1.7924  0.9430  1.6785
H  -0.1998  0.9705  3.9696
H  1.1402  1.2177  2.7536
H  4.5620  3.9513  2.3262
H  3.3459  1.5486  -3.1114
H  3.2940  2.3919  -1.4063
H  1.1514  2.5200  -3.8482
H  1.7345  4.4498  -1.0692
H  0.6500  4.9301  -2.3957
H  1.3600  -2.2525  -3.5075
H  3.6633  -0.5754  -4.1061
C  -3.9267  -0.8855  -5.6141
O  -3.1289  0.1970  -5.1632
C  -2.1198  -0.2191  -4.2406
C  -0.7556  -0.2924  -4.9127
O  -0.7060  -1.3483  -5.8747
C  -0.8137  -0.8724  -7.2075
H  -4.5364  -0.5347  -6.4489
H  -3.3151  -1.7233  -5.9575
H  -4.5919  -1.2183  -4.8106
H  -2.3803  -1.1767  -3.7795
H  -2.0792  0.5359  -3.4506
H  -0.0039  -0.5193  -4.1513
H  -0.4928  0.6669  -5.3714
H  0.1125  -0.3647  -7.4961
H  -1.6597  -0.1894  -7.3233
H  -0.9640  -1.7295  -7.8640
C  -1.9659  8.5444  6.0402
O  -1.2549  8.0783  7.1772
C  -1.7254  6.8108  7.6282
C  -0.7865  5.6893  7.2015
O  -0.8081  5.5078  5.7908
C  0.3337  6.0690  5.1507
H  -1.4347  9.4080  5.6372
H  -2.0292  7.7806  5.2620
H  -2.9733  8.8586  6.3333
H  -2.7444  6.6224  7.2750
H  -1.7488  6.8511  8.7218
H  -1.1331  4.7519  7.6483
H  0.2324  5.8756  7.5567
H  1.2157  5.4575  5.3654
H  0.5103  7.0987  5.4751
H  0.1590  6.0673  4.0783
C  3.6729  -7.0605  -1.1654
O  3.5981  -7.0824  0.2520
C  4.6330  -6.3118  0.8606
C  4.1070  -4.9684  1.3518
O  3.7403  -4.1303  0.2638
C  2.3295  -4.0801  0.0687
H  2.7547  -7.4975  -1.5615
H  3.7674  -6.0423  -1.5493
H  4.5222  -7.6640  -1.5033
H  5.4746  -6.1744  0.1738
H  4.9902  -6.8841  1.7227
H  4.9074  -4.4544  1.8940
H  3.2671  -5.1053  2.0408
H  1.8672  -3.4956  0.8700
H  1.8911  -5.0824  0.0420
H  2.1329  -3.5882  -0.8827
C  -3.3522  -8.5510  0.1352
O  -2.3989  -8.8229  1.1509
C  -1.0867  -9.0131  0.6260
C  -0.2212  -7.7777  0.8397
O  -0.6801  -6.6843  0.0510
C  -1.4053  -5.7310  0.8187
H  -4.2774  -8.2274  0.6147
H  -3.0127  -7.7590  -0.5362
H  -3.5553  -9.4611  -0.4390
H  -1.1240  -9.2852  -0.4339
H  -0.6433  -9.8499  1.1744
H  0.7984  -8.0012  0.5101
H  -0.1804  -7.5060  1.8994
H  -0.7165  -5.1747  1.4617
H  -2.1760  -6.2089  1.4300
H  -1.8859  -5.0340  0.1332
C  -2.4758  3.5443  -0.6961
O  -3.6620  3.0077  -0.1202
C  -4.7151  3.9608  -0.0609
C  -5.7379  3.7170  -1.1637
O  -5.1867  3.9880  -2.4493
C  -4.8407  2.8009  -3.1522
H  -1.7866  2.7209  -0.8884
H  -2.6799  4.0550  -1.6406
H  -2.0032  4.2390  0.0060
H  -4.3239  4.9824  -0.1083
H  -5.2081  3.8323  0.9083
H  -6.5764  4.4075  -1.0255
H  -6.1301  2.6960  -1.1137
H  -5.7496  2.2888  -3.4848
H  -4.2433  2.1267  -2.5329
H  -4.2554  3.0815  -4.0271

***

(5)
This record from OMol25 describes 2 unconnected molecules or ions with the total composition C2H10NS. The level of theory is ωB97M-V/def2-TZVPD.

Properties
Charge: +1
ΔE to the lowest compared entry with this formula, charge and spin in kJ/mol: 31.8
Kohn-Sham gap in Eh: 0.3332
E_HOMO in eV: -13.1300

CARTESIAN COORDINATES (ANGSTROEM)
N  -2.1860  -1.4401  -0.7585
H  -3.1160  -1.8566  -0.6550
H  -1.8738  -1.6826  -1.6984
H  -1.5496  -1.8589  -0.0824
H  -2.2323  -0.4121  -0.6516
C  2.1008  0.3863  -0.0193
C  1.0057  0.7771  0.9567
S  -0.5730  1.1663  0.0528
H  1.9754  -0.6173  -0.3951
H  2.1738  1.0607  -0.8466
H  3.0542  0.3880  0.5099
H  1.2773  1.7011  1.4547
H  0.7426  -0.0192  1.6428
H  -0.7990  2.4073  0.4899

***

| no. | E_tot (eV) |
| --- | --- |
| 1 | -119580.111 |
| 2 | -95427.230 |
| 3 | -13085.312 |
| 4 | -91499.351 |
| 5 | -14554.736 |